1.
Below is a structure of composition C21H17BCl2IMgN5O3S in a non-equilibrium geometry, with properties calculated with wB97M-V/def2-TZVPD.

CARTESIAN COORDINATES (ANGSTROEM)
Mg -0.65392 -0.28928 -0.68724
N 0.11356 -1.75894 -4.80584
C -0.25864 -1.59930 -3.47553
S -1.78162 -0.90869 -3.20294
N 0.55378 -2.13513 -2.61990
N 0.33433 -1.95321 -1.31079
C 0.96332 -2.76614 -0.54041
C 1.00783 -2.72005 0.88506
C 1.75749 -3.69874 1.54139
C 1.87629 -3.73251 2.91586
C 1.23358 -2.75465 3.66856
C 0.48494 -1.77715 3.05564
C 0.32927 -1.71343 1.64538
O -0.38170 -0.80277 1.11785
H -0.25468 -1.03563 -5.40581
H 1.10663 -1.91686 -4.91482
H 1.53676 -3.57870 -1.01314
H 2.26134 -4.44788 0.93735
H 2.46031 -4.50709 3.40073
H 1.32471 -2.76435 4.75065
H -0.02145 -1.02371 3.64830
Cl -7.13914 2.43984 1.57452
C -5.51333 2.10030 1.03836
C -4.59235 3.14743 1.00832
C -3.30566 2.87807 0.62431
Cl -2.16772 4.18151 0.56633
C -2.82771 1.57312 0.23701
O -1.64022 1.38481 -0.07853
C -3.84618 0.55012 0.25710
C -3.50139 -0.78323 -0.14100
O -2.42177 -1.18057 -0.53786
C -5.15625 0.83070 0.66131
H -4.88560 4.15022 1.28061
H -4.34786 -1.50766 -0.09115
H -5.88716 0.03197 0.66150
I 3.95331 -0.91873 -1.28176
C 3.30704 0.45513 0.17730
C 4.25561 1.23889 0.81391
C 3.79356 2.09731 1.79635
C 2.43477 2.14689 2.06918
C 1.58012 1.33537 1.33476
N 2.03378 0.49174 0.42789
H 5.29922 1.18422 0.54508
H 4.49345 2.72455 2.33467
H 2.05133 2.81335 2.82570
H 0.50942 1.33423 1.45752
B 1.84567 2.50023 -3.53039
C 1.07440 1.58193 -2.53683
N 0.51582 0.91413 -1.78024
H 3.02861 2.44246 -3.25871
H 1.63371 2.11484 -4.66071
H 1.43038 3.63100 -3.38488

Output
- electronic energy (eV) = -85753.343
- net charge = -2
- ΔE to the lowest compared entry with this formula, charge and spin (kJ/mol) = 137.8
- HOMO energy (eV) = -1.4
- multiplicity = 1

2.
Below is the molecule C4H5NO, with properties calculated with wB97M-V/def2-TZVPD.

CARTESIAN COORDINATES (ANGSTROEM)
O 0.52806 -0.83680 1.96735
C 0.51785 -0.19430 0.95343
C 0.90661 -0.51188 -0.50749
C -0.31365 0.33663 -0.86647
N -1.44754 0.01145 0.00276
C -0.41639 0.92669 0.49358
H 1.85613 -0.01561 -0.74990
H 0.92793 -1.55191 -0.84375
H -0.55512 0.78063 -1.82685
H -1.33506 -0.86414 0.52370
H -0.66881 1.91923 0.85363

Output
- electronic energy (eV) = -7763.996
- net charge = 0
- ΔE to the lowest compared entry with this formula, charge and spin (kJ/mol) = 244.1
- HOMO energy (eV) = -9.7
- multiplicity = 1

3.
Below is a structure of composition C26H41BrN6P2Pb in a non-equilibrium geometry, with properties calculated with wB97M-V/def2-TZVPD.

CARTESIAN COORDINATES (ANGSTROEM)
C 2.13861 4.33020 -0.44433
C 1.08008 3.81312 -1.22197
C 1.33025 3.54224 -2.57622
C 2.64679 3.61318 -3.03375
N 3.67077 3.96706 -2.25435
C 3.41515 4.35968 -1.00424
C -0.23886 3.67870 -0.69484
C -1.41728 3.83501 -0.27007
C -2.54487 3.40102 0.46441
C -2.31278 2.15345 1.07132
C -3.29161 1.41618 1.72965
C -4.54694 2.01495 1.84908
C -4.81110 3.29965 1.31911
C -3.80346 4.00556 0.62643
Pb -0.79879 -0.52682 2.09842
P 2.04417 -0.48319 0.29824
H 0.50976 3.36258 -3.27073
H 1.94717 4.76771 0.53670
H 2.88171 3.37679 -4.08134
H 4.26963 4.73241 -0.41833
H -3.99181 5.00180 0.20610
H -1.29030 1.73933 0.95685
H -5.81392 3.72737 1.43299
H -3.09731 0.42328 2.10904
C 2.78777 -2.18053 0.48062
C 3.91571 -2.65198 -0.43865
H 1.92668 -2.85955 0.34897
H 3.10023 -2.28817 1.53129
H 4.12256 -3.72157 -0.23791
H 3.65920 -2.58166 -1.50056
H 4.86251 -2.11957 -0.27336
C 2.20388 -0.09024 -1.52586
C 3.54672 0.30390 -2.15656
H 1.50699 0.75652 -1.65993
H 1.76887 -0.93497 -2.09030
H 3.40819 0.43190 -3.24607
H 3.91630 1.27064 -1.79233
H 4.33919 -0.44669 -2.02462
C 3.27012 0.67898 1.06571
C 4.75384 0.32112 1.16090
H 2.88047 0.81302 2.09008
H 3.15762 1.65537 0.56846
H 5.27267 1.08634 1.76251
H 4.92914 -0.63909 1.65836
H 5.25785 0.30190 0.18526
Br -5.88551 0.97201 2.73578
P -1.60658 -1.68389 -1.00547
C -0.70441 -2.61967 -2.31790
C -1.26619 -3.92602 -2.87232
H 0.27046 -2.82278 -1.84103
H -0.51355 -1.91367 -3.13890
H -0.50462 -4.38236 -3.51583
H -1.50571 -4.65771 -2.09564
H -2.15991 -3.77009 -3.48760
C -2.76977 -2.94163 -0.26310
C -4.15931 -3.17301 -0.86228
H -2.88473 -2.60843 0.78817
H -2.21272 -3.89485 -0.22653
H -4.71402 -3.84060 -0.18332
H -4.74283 -2.24828 -0.95932
H -4.11368 -3.66540 -1.84585
C -2.73761 -0.50109 -1.88507
C -3.18297 -0.84003 -3.30786
H -2.17146 0.44650 -1.88327
H -3.61433 -0.34256 -1.23453
H -3.75655 0.00909 -3.70275
H -2.34361 -1.00789 -3.99095
H -3.83733 -1.72099 -3.34110
N -0.90883 -2.51229 6.29614
N -0.50874 -1.28335 5.76409
N 0.35861 -0.45496 6.41651
C 0.85051 0.27327 5.40730
N 0.42596 -0.10274 4.19199
N -0.41852 -1.21026 4.44525
H -1.66858 -2.86416 5.71548
H -1.12581 -2.44798 7.28835
H 1.55075 1.07889 5.57741

Output
- electronic energy (eV) = -130415.838
- net charge = +2
- ΔE to the lowest compared entry with this formula, charge and spin (kJ/mol) = 33.7
- HOMO energy (eV) = -13.5
- multiplicity = 1

4.
Below is a structure of composition C25H29BCl3GeN6OPPt in a non-equilibrium geometry, with properties calculated with wB97M-V/def2-TZVPD.

CARTESIAN COORDINATES (ANGSTROEM)
Pt 0.57737 0.39926 -0.43339
C 3.44397 2.17336 -3.31659
C 2.55687 1.15356 -2.97819
N 2.24087 1.25716 -1.69319
N 2.87577 2.32546 -1.18359
C 3.61177 2.89856 -2.14069
B 2.74777 2.75376 0.28721
N 1.30657 3.22986 0.56651
C 0.96617 4.33606 1.23571
C -0.38193 4.26286 1.55351
C -0.80713 3.04566 1.01771
N 0.22017 2.44946 0.42321
N 2.97167 1.51636 1.18171
C 3.87477 1.35286 2.14791
C 3.68077 0.10156 2.72981
C 2.59477 -0.44014 2.04001
N 2.18567 0.42586 1.12271
H 3.90657 2.35716 -4.26479
H 2.17017 0.37746 -3.60539
H 4.21317 3.76736 -1.95729
H 3.51477 3.60286 0.53951
H 1.67857 5.10806 1.44791
H -0.96073 4.96466 2.11791
H -1.78553 2.60366 1.04411
H 4.60857 2.09886 2.37191
H 4.24317 -0.33344 3.53091
H 2.10967 -1.38844 2.17381
C 0.53367 -1.90404 -3.19229
P -0.09923 -1.70954 -1.49869
C -1.83783 -2.23324 -1.64739
C 0.75617 -2.94724 -0.48009
C 2.03907 -3.38784 -0.82479
C 2.59237 -4.46704 -0.16089
C 1.91007 -5.05874 0.89821
C 0.64727 -4.59844 1.26531
C 0.08497 -3.52944 0.59881
H 1.60577 -1.73614 -3.24279
H 0.03547 -1.19114 -3.84869
H 0.32267 -2.91434 -3.54649
H -1.86653 -3.30974 -1.83189
H -2.27303 -1.71694 -2.50329
H -2.42843 -2.00174 -0.76549
H 2.58027 -2.91984 -1.63119
H 3.55447 -4.85114 -0.46649
H 2.37557 -5.85284 1.46711
H 0.11537 -5.07354 2.07571
H -0.88363 -3.15994 0.89371
C -2.04903 -1.15804 3.29331
C -2.02823 -0.64724 1.89241
O -0.96833 -0.48024 1.29441
C -3.33733 -0.36894 1.26811
C -4.53493 -0.88284 1.77651
C -5.74463 -0.50334 1.21061
C -5.76763 0.38056 0.13871
C -4.58553 0.88476 -0.37969
C -3.37283 0.48546 0.15861
H -1.04013 -1.21474 3.69281
H -2.49973 -2.15084 3.32091
H -2.65743 -0.50914 3.92231
H -4.54463 -1.57054 2.60771
H -6.66083 -0.89014 1.63161
H -6.71073 0.66986 -0.30119
H -4.60653 1.58396 -1.20149
H -2.44173 0.84846 -0.26189
Cl -0.84943 1.43136 -2.54689
Ge -0.65293 3.76976 -2.58959
Cl -0.50523 4.15616 -4.69499
Cl -2.57083 4.32876 -1.74979

Output
- electronic energy (eV) = -144653.174
- expectation value of S² = 0.789
- net charge = +3
- ΔE to the lowest compared entry with this formula, charge and spin (kJ/mol) = 370.8
- HOMO energy (spin up / spin down) (eV) = -16.8 / -16.8
- multiplicity = 2

5.
Below is a structure of composition C23H30ClINNiO2Si2, with properties calculated with wB97M-V/def2-TZVPD.

CARTESIAN COORDINATES (ANGSTROEM)
Ni 0.02927 -0.13348 -0.89592
Cl 4.10918 5.33503 -0.48550
C 3.47199 3.72028 -0.70910
C 4.33574 2.67170 -0.86860
C 3.86400 1.36550 -1.04263
I 5.21941 -0.18941 -1.33666
C 2.49895 1.05137 -1.04195
O 2.01490 -0.11859 -1.16293
C 1.60526 2.19240 -0.89271
N 0.28068 1.88773 -0.92706
C -0.59645 2.85863 -0.83286
C -0.22434 4.20461 -0.68026
C 1.10106 4.53299 -0.62098
C 2.07301 3.51358 -0.73405
H 5.40146 2.85720 -0.85903
H -1.64170 2.57556 -0.86289
H -0.99432 4.96032 -0.60210
H 1.41901 5.55866 -0.49288
C -2.97398 0.37159 -2.40389
Si -2.16296 -0.34103 -0.82215
C -3.11388 0.51056 0.60954
C -2.80827 -2.13042 -0.76853
C -4.14133 -2.54912 -0.73283
C -4.46167 -3.89825 -0.70860
C -3.44687 -4.85036 -0.72031
C -2.12088 -4.44538 -0.75324
C -1.78624 -3.08844 -0.77636
Si -0.03790 -2.33406 -0.79711
C 0.87131 -3.12131 -2.26823
C 0.83518 -3.04772 0.73426
H -4.06386 0.27147 -2.36226
H -2.61909 -0.19461 -3.26886
H -2.73743 1.42302 -2.58683
H -4.18030 0.58404 0.37182
H -2.75445 1.51526 0.85315
H -3.02345 -0.09868 1.51343
H -4.94283 -1.81488 -0.72543
H -5.49906 -4.21402 -0.68196
H -3.69630 -5.90583 -0.70292
H -1.33711 -5.19816 -0.76004
H 0.93013 -4.21044 -2.17149
H 1.88561 -2.71978 -2.32745
H 0.36337 -2.89045 -3.20786
H 0.66870 -4.12764 0.80353
H 0.47006 -2.57979 1.65124
H 1.91175 -2.86797 0.67502
C -0.19652 2.31661 2.75012
C -0.05507 0.80433 2.80828
O 0.97626 0.30146 1.98898
C 2.28090 0.69337 2.37621
C 3.24814 -0.39857 1.97749
H -1.02192 2.63882 3.38866
H -0.40100 2.64084 1.72867
H 0.71071 2.81728 3.09298
H -0.96646 0.32987 2.44499
H 0.10868 0.48111 3.84771
H 2.31126 0.85851 3.46323
H 2.54951 1.64163 1.89123
H 3.04818 -1.30963 2.54424
H 4.27689 -0.08183 2.16180
H 3.13508 -0.62548 0.91789

Output
- electronic energy (eV) = -107348.512
- net charge = -1
- ΔE to the lowest compared entry with this formula, charge and spin (kJ/mol) = 3.7
- HOMO energy (spin up / spin down) (eV) = -4.5 / -4.5
- multiplicity = 1

6.
Below is a cluster of 5 separate species, C24H24F33N4O4 in total in a non-equilibrium geometry, with properties calculated with wB97M-V/def2-TZVPD.

CARTESIAN COORDINATES (ANGSTROEM)
F -5.47992 -1.79489 -4.53954
C -4.49888 -2.75538 -4.46677
C -4.87289 -3.72967 -3.34517
N -3.65026 -4.29857 -2.77148
C -3.64526 -4.76201 -1.52626
N -2.53904 -5.25897 -0.93186
C -2.90158 -5.57718 0.28507
N -4.19408 -5.34131 0.49267
N -4.68413 -4.81084 -0.67084
H -4.36818 -3.27507 -5.41224
H -3.58630 -2.24726 -4.16059
H -5.57939 -4.49429 -3.66489
H -5.33608 -3.12232 -2.56787
H -2.78547 -4.35892 -3.28687
H -2.24320 -5.97460 1.03060
H -4.78179 -5.49158 1.29841
H -5.64344 -4.53774 -0.81925
C -0.66165 -5.89721 4.51567
C -0.46802 -6.71714 3.22826
C 0.50209 -7.89910 3.27400
F 1.75014 -7.51230 3.57979
F 0.53407 -8.47504 2.04670
F -0.16397 -5.88251 2.20861
F -1.69664 -7.24392 2.91370
O 0.04627 -4.68197 4.63012
C 1.34827 -4.60637 5.08800
C 2.28841 -4.12991 3.97913
F 2.22363 -4.94162 2.89787
F 3.56175 -4.13545 4.42674
F 1.74798 -5.76784 5.64272
F 1.36663 -3.67803 6.06222
H -1.70262 -5.57516 4.48911
H -0.57085 -6.51730 5.40845
H 0.16641 -8.64552 3.99978
H 2.02072 -3.12270 3.67092
C 1.68436 0.28399 -0.57923
C 0.63877 0.16782 -1.70046
C -0.81599 0.49332 -1.35616
F -1.30909 -0.32456 -0.39983
F -1.57955 0.32129 -2.46507
F 0.72043 -1.05716 -2.27191
F 1.00128 1.07007 -2.65526
O 2.07574 -0.90522 0.09958
C 1.35664 -1.40346 1.15194
C 0.73423 -2.76880 0.84126
F -0.06775 -2.71668 -0.23996
F -0.01937 -3.16193 1.90051
F 0.44366 -0.51737 1.59361
F 2.22978 -1.60841 2.17520
H 2.59880 0.60442 -1.07440
H 1.43888 1.08336 0.11760
H -0.91372 1.53049 -1.02652
H 1.51790 -3.50849 0.66283
C 3.81919 5.77641 0.13317
C 4.97993 6.30712 -0.72274
C 4.94372 6.01026 -2.22295
F 4.95067 4.68454 -2.47766
F 6.04175 6.54402 -2.80400
F 6.15382 5.90547 -0.18953
F 4.94079 7.66514 -0.61550
O 4.00446 4.56507 0.85369
C 3.80346 3.33603 0.28134
C 5.09700 2.52176 0.19151
F 6.03766 3.17466 -0.50740
F 4.83544 1.34860 -0.44166
F 3.18301 3.41993 -0.91486
F 2.95195 2.66595 1.09948
H 3.69153 6.51976 0.91865
H 2.88304 5.77103 -0.41989
H 4.05731 6.45792 -2.68201
H 5.48108 2.31262 1.19235
C -2.29036 7.15653 -1.65808
C -3.52843 6.28025 -1.40209
C -3.71891 5.70975 0.00496
F -2.69622 4.90688 0.36983
F -4.84813 4.96432 0.02727
F -3.57581 5.28984 -2.32043
F -4.60922 7.07752 -1.62457
O -1.15105 6.55557 -2.26342
C -0.20952 5.88624 -1.52517
C -0.15804 4.39729 -1.87460
F -1.35876 3.80943 -1.70058
F 0.72730 3.75884 -1.06891
F -0.36813 6.08960 -0.20284
F 0.99794 6.40951 -1.85981
H -2.61456 7.88575 -2.39837
H -2.01615 7.73627 -0.77674
H -3.82120 6.51456 0.73796
H 0.14574 4.26258 -2.91503

Output
- electronic energy (eV) = -129098.316
- net charge = +1
- ΔE to the lowest compared entry with this formula, charge and spin (kJ/mol) = 0.0
- HOMO energy (eV) = -13.1
- multiplicity = 1